Entry w
The following is a DFT calculation (wB97M-V/def2-TZVPD) of a molecular structure, C23H37ClCoN2O3Si.

Properties
LUMO (spin up / spin down)   2.6 / 2.5 eV
<S²>   6.02
Frontier orbital gap (spin up / spin down)   2.03 / 6.68 eV

```
! RIJCOSX wB97M-V def2-TZVPD def2/J DEFGRID3
* xyz -1 5
Co -1.24 -0.20 0.62
Cl -3.22 -0.02 2.02
Si -0.25 0.16 4.07
O -0.61 4.14 -0.34
O -0.17 -4.13 -0.82
O -0.30 -0.11 2.43
N -0.37 -2.31 0.47
N 0.17 2.09 0.14
C 1.75 2.64 1.93
C -0.90 1.16 -3.24
C -0.84 -3.02 -0.52
C -1.44 -0.16 -1.27
C -0.83 1.92 4.38
C 1.48 -0.13 4.78
C 2.38 2.79 -0.48
C 0.63 4.36 0.45
C -1.91 2.29 -1.19
C 0.87 -4.29 0.22
C 1.27 2.98 0.54
C 0.79 -3.03 1.07
C -0.86 -1.24 -3.35
C -0.70 2.50 -3.88
C -1.46 1.07 -1.95
C -1.90 -2.60 -1.45
C -0.77 2.82 -0.41
C 2.04 -2.21 0.92
C -1.45 -1.31 -2.07
C -0.56 -0.01 -3.92
C -0.54 -2.51 -4.08
C 0.51 -3.34 2.54
C -1.51 -1.10 4.67
H -2.71 2.03 -0.48
H 1.19 5.12 -0.10
H -1.38 1.94 5.34
H 0.94 2.76 2.64
H 0.29 4.75 1.42
H -2.47 -1.01 4.14
H -0.50 -3.78 2.64
H -0.28 2.36 -4.87
H 2.71 1.75 -0.44
H 1.91 -1.10 4.48
H 2.88 -2.78 1.34
H 1.96 -1.27 1.45
H 0.08 -3.15 -3.45
H 1.26 -4.05 2.92
H 2.23 -2.04 -0.14
H 0.64 -5.22 0.75
H -0.02 2.65 4.47
H 0.01 3.10 -3.31
H 0.56 -2.41 3.12
H 0.03 -2.30 -5.00
H -1.42 -3.10 -4.33
H -2.07 -3.38 -2.21
H 2.12 1.62 1.95
H -0.01 0.08 -4.88
H -1.61 3.11 -3.97
H 3.23 3.44 -0.23
H -1.15 -2.13 4.48
H 1.80 -4.38 -0.35
H 2.57 3.32 2.18
H -1.69 -0.97 5.75
H -1.52 2.25 3.59
H -2.78 -2.37 -0.84
H -2.24 3.05 -1.90
H 1.43 -0.14 5.89
H 2.20 0.65 4.51
H 2.04 3.03 -1.50
H -1.34 0.38 2.41
*
```


Entry x
The following is a DFT calculation (wB97M-V/def2-TZVPD) of a molecular structure, C23H37ClCoN2O3Si.

Properties
LUMO (spin up / spin down)   2.7 / 2.7 eV
<S²>   6.02
Frontier orbital gap (spin up / spin down)   2.11 / 7.05 eV

```
! RIJCOSX wB97M-V def2-TZVPD def2/J DEFGRID3
* xyz -1 5
Co -1.07 -0.08 0.05
Cl -2.17 0.04 1.92
Si -0.09 0.22 5.24
O 0.29 -0.13 3.66
O 0.07 -3.91 -1.05
O -0.27 3.88 -0.88
N -0.18 -1.94 -0.02
N -0.19 1.80 -0.05
C 1.29 2.26 1.89
C 1.13 -3.89 -0.05
C 2.09 -1.78 0.95
C -0.81 2.67 -0.82
C 0.30 -3.05 2.14
C -1.73 -2.52 -1.87
C 2.22 1.81 -0.40
C -1.48 -0.06 -1.83
C -0.99 -1.16 -3.90
C 1.08 2.41 0.40
C -1.99 2.36 -1.66
C -1.16 1.27 -3.81
C 0.85 -2.64 0.78
C -1.58 1.17 -2.47
C 1.49 0.05 6.24
C -1.35 -1.02 5.85
C -0.61 -2.78 -0.94
C -0.75 1.98 5.34
C -0.66 -2.42 -4.65
C -1.42 -1.23 -2.56
C -1.00 2.61 -4.45
C 0.87 3.88 0.03
C -0.85 0.09 -4.50
H -0.38 3.28 -3.84
H 1.72 4.35 -0.49
H -1.85 -3.36 -2.55
H 3.15 2.34 -0.15
H 2.34 0.75 -0.17
H 1.42 1.21 2.20
H 2.90 -2.40 1.35
H -2.26 3.22 -2.26
H 0.23 -2.18 2.81
H 0.59 4.49 0.90
H -1.20 2.17 6.32
H 0.06 2.70 5.19
H 2.23 0.79 5.92
H 1.91 -0.95 1.64
H -2.27 -1.01 5.24
H 2.03 1.93 -1.48
H -2.81 2.10 -0.98
H -0.49 0.16 -5.53
H 1.31 0.19 7.31
H 1.92 -0.95 6.09
H 1.07 -4.83 0.51
H -1.97 3.10 -4.60
H -1.57 -2.97 -4.92
H -0.94 -2.04 5.82
H 2.41 -1.40 -0.03
H -0.51 -0.08 3.07
H -0.03 -3.08 -4.05
H 0.97 -3.79 2.59
H 2.09 -3.84 -0.59
H -1.63 -0.80 6.89
H 2.19 2.82 2.17
H -0.52 2.50 -5.43
H -0.12 -2.17 -5.57
H -0.70 -3.49 2.02
H 0.43 2.67 2.42
H -1.51 2.16 4.57
H -2.64 -2.41 -1.26
*
```


Decreasing stability: entry x, entry w


Entry w
The following is a DFT calculation (wB97M-V/def2-TZVPD) of a gas-phase ion, C7H14 (charge -1).

Properties
LUMO (spin up / spin down)   3.9 / 3.8 eV
<S²>   0.75
Frontier orbital gap (spin up / spin down)   2.60 / 8.68 eV

```
! RIJCOSX wB97M-V def2-TZVPD def2/J DEFGRID3
* xyz -1 2
C 1.05 -0.96 -0.45
C 1.02 2.21 0.85
C 0.17 1.21 0.50
C 0.47 0.47 -0.77
C 0.78 -1.98 -1.55
C -0.87 0.68 1.41
C -2.05 0.06 0.71
H 0.71 3.04 1.48
H 0.66 -1.31 0.51
H 1.86 2.45 0.19
H 0.06 -2.75 -1.20
H -0.37 0.27 -1.45
H -2.60 0.66 0.00
H 2.12 -0.78 -0.35
H 0.16 -1.70 -2.39
H -1.79 -0.87 0.15
H 1.22 0.99 -1.38
H -1.25 1.43 2.10
H 1.68 -2.54 -1.81
H -2.72 -0.49 1.40
H -0.30 -0.09 2.04
*
```


Entry x
The following is a DFT calculation (wB97M-V/def2-TZVPD) of a gas-phase ion, C7H14 (charge -1).

Properties
LUMO (spin up / spin down)   3.7 / 3.6 eV
<S²>   0.75
Frontier orbital gap (spin up / spin down)   2.32 / 8.37 eV

```
! RIJCOSX wB97M-V def2-TZVPD def2/J DEFGRID3
* xyz -1 2
C -0.89 -1.75 -2.48
C 1.26 0.30 1.02
C -1.05 -0.27 -2.07
C -0.52 0.11 -0.65
C 0.86 -0.23 -0.37
C 0.37 1.48 3.09
C 0.08 0.75 1.98
H 2.07 1.04 0.87
H -0.25 1.57 4.01
H 1.46 0.22 -1.22
H -1.02 -1.89 -3.55
H -0.78 1.19 -0.54
H 1.71 -0.58 1.62
H 0.12 -2.27 -2.37
H -0.86 0.05 2.04
H -1.17 -0.41 0.08
H -0.53 0.40 -2.80
H -1.68 -2.49 -1.88
H -2.20 0.05 -2.09
H 1.21 2.10 3.07
H 1.19 -1.29 -0.31
*
```


Decreasing stability: entry w, entry x


Entry w
The following is a DFT calculation (wB97M-V/def2-TZVPD) of a molecular structure, C7H21N2OPSYb.

Properties
LUMO (spin up / spin down)   -2.6 / -2.7 eV
<S²>   0.75
Frontier orbital gap (spin up / spin down)   4.84 / 7.55 eV

```
! RIJCOSX wB97M-V def2-TZVPD def2/J DEFGRID3
* xyz 1 2
Yb -0.44 -1.11 0.73
S 0.17 1.32 -0.14
P 1.58 -2.78 -0.69
O -1.77 -1.67 -2.60
N -1.82 3.15 -0.40
N -0.28 3.53 1.30
C -1.12 4.46 2.06
C -0.72 2.75 0.30
C 3.35 -2.77 -0.44
C -1.34 -1.65 -1.53
C -2.02 4.55 -0.82
C 0.73 -3.54 0.72
C 1.19 -3.65 -2.20
H 1.43 -3.04 -3.07
H 0.13 -3.94 -2.24
H 3.78 -3.78 -0.54
H 3.57 -2.38 0.56
H -1.85 4.62 -1.90
H 1.30 -0.87 1.73
H 1.22 -1.41 -0.85
H 0.53 3.15 1.77
H -2.19 -2.18 1.84
H 0.92 -3.02 1.68
H -3.05 4.85 -0.60
H -2.37 -1.44 1.99
H 1.80 -4.57 -2.25
H -1.31 5.22 -0.31
H -0.35 -3.70 0.55
H -0.71 5.48 2.02
H -2.07 2.45 -1.11
H -1.13 4.15 3.11
H 3.80 -2.12 -1.20
H -2.14 4.47 1.69
H 1.16 -4.54 0.85
*
```


Entry x
The following is a DFT calculation (wB97M-V/def2-TZVPD) of a molecular structure, C7H21N2OPSYb.

Properties
LUMO (spin up / spin down)   -3.8 / -3.7 eV
<S²>   0.75
Frontier orbital gap (spin up / spin down)   6.22 / 6.21 eV

```
! RIJCOSX wB97M-V def2-TZVPD def2/J DEFGRID3
* xyz 1 2
Yb -0.02 1.11 -0.77
S -0.09 -0.39 1.26
P -0.26 -0.31 -3.18
O 3.23 -1.03 -0.75
N -1.14 0.32 3.65
N 1.14 -0.26 3.67
C 1.01 -1.21 -4.15
C -1.81 -1.13 -3.74
C -1.22 0.97 4.97
C -0.37 1.24 -4.16
C -0.04 -0.07 2.97
C 2.24 -0.53 -1.00
C 1.22 -0.97 4.97
H -1.95 -1.25 -4.82
H 1.96 -0.65 -4.13
H -2.67 -0.56 -3.37
H -1.16 1.88 -3.78
H -1.88 0.40 5.66
H 1.93 -0.46 3.07
H -1.65 1.94 4.76
H 0.78 -1.38 -5.21
H -0.59 1.11 -5.21
H 1.04 3.02 -1.39
H 1.03 3.04 -0.62
H 1.88 -0.40 5.66
H -1.87 -2.14 -3.31
H 0.57 1.79 -4.13
H 0.22 -1.08 5.41
H -0.32 -1.13 -0.89
H 1.65 -1.94 4.74
H -1.97 0.45 3.06
H -1.85 0.73 -0.94
H -0.22 1.07 5.41
H 1.19 -2.19 -3.71
*
```


Decreasing stability: entry w, entry x